ORCA calculation (ωB97M-V/def2-TZVPD) on a molecular structure, C4H6BaO3.

```
14
Properties=species:S:1:pos:R:3:forces:R:3:lowdin_spin:R:1
O -0.765784 0.886171 -1.102834 0.0 0.0 -0.4 0.009
O 0.455173 -0.619961 0.030682 0.1 -0.7 0.1 0.100
O -1.600702 -0.306396 0.592054 -0.2 -1.0 -0.3 0.014
C 1.667525 0.074789 -0.282104 -0.1 0.0 -0.1 0.590
C 2.807259 -0.778611 0.140234 0.0 -0.4 0.3 0.100
C -0.668710 -0.029677 -0.274520 0.5 1.4 1.0 0.041
H 3.681498 -0.154444 0.363838 -0.1 -0.2 -0.1 0.004
H 2.561874 -1.370191 1.041667 0.1 0.2 -0.3 0.010
H 3.094841 -1.499781 -0.647013 -0.1 0.2 0.2 0.031
Ba 1.336485 2.298188 -1.429472 -0.2 0.2 -0.3 0.101
C -2.900989 0.267218 0.412078 -0.4 0.4 -0.1 0.001
H -3.369701 -0.054855 -0.524594 0.2 -0.1 0.2 0.000
H -2.814153 1.358827 0.408659 -0.1 -0.2 0.0 0.000
H -3.484616 -0.071280 1.271320 0.2 0.1 -0.3 0.000
```
Positions in Å, forces in eV/Å.

Energy above the lowest of the compared OMol25 structures with the same formula, charge and spin, kcal per mole: 0.0
HOMO level (spin up / spin down), Ha: -0.37711 / -0.45295
LUMO level (spin up / spin down), hartree: -0.15528 / -0.15722
Spin multiplicity: 2
Electronic energy, eV: -11073.5148
<S²>: 0.75
Total charge: +1
Orbital gap (spin up / spin down), eV: 6.0 / 8.0



ORCA calculation (ωB97M-V/def2-TZVPD) on a single C4H7NO2 molecule.

```
14
Properties=species:S:1:pos:R:3:forces:R:3:mulliken_charge:R:1
C -0.321227 1.532515 -0.055544 -0.1 -0.2 0.0 -1.212
C 0.463656 -0.669742 0.819162 -0.3 -0.1 0.2 0.410
C -0.099835 0.060872 -0.336012 -0.7 -0.8 0.2 0.494
N -0.019859 -0.294464 -1.703789 0.2 0.0 0.0 -0.666
C -0.831351 -1.173308 0.605495 0.2 1.4 -0.1 -0.211
O 1.257467 -0.458531 1.844165 0.1 -0.4 -0.4 -0.429
O -0.359603 -2.307431 0.075408 0.6 0.2 0.1 -0.648
H 2.102477 -0.081365 1.545654 -0.1 -0.1 0.0 0.390
H -0.100172 -1.308594 -1.776393 0.1 0.1 0.1 0.283
H 0.848739 0.004684 -2.133871 0.0 -0.1 0.0 0.230
H -1.784797 -1.028531 1.107593 0.0 0.0 -0.1 0.380
H -1.197035 1.859585 -0.616647 0.0 0.0 0.0 0.332
H -0.489015 1.726380 1.006269 0.0 0.0 0.0 0.329
H 0.530556 2.137931 -0.381490 0.0 -0.1 0.0 0.319
```
Positions in Å, forces in eV/Å.

Energy above the lowest of the compared OMol25 structures with the same formula, charge and spin, kcal per mole: 119.4
HOMO level, Ha: -0.29563
LUMO level, hartree: 0.00514
Electronic energy, eV: -9842.1006
Total charge: 0
Orbital gap, eV: 8.2



ORCA calculation (ωB97M-V/def2-TZVPD) on a gas-phase ion, C7H12N3 (charge +1).

```
22
Properties=species:S:1:pos:R:3:forces:R:3:mulliken_charge:R:1
C 0.352706 1.226194 -0.435641 1.0 -2.8 0.6 -0.332
C 0.818524 0.463217 -1.647465 -1.0 0.9 2.0 0.661
C 1.353832 -1.528075 -0.292420 2.9 0.3 -0.6 0.019
C -0.494267 -1.402532 1.169040 -3.1 -0.7 -0.4 -1.016
C -0.285347 0.022178 1.673736 -2.2 -0.1 4.6 0.540
C 0.795417 1.110952 -2.992382 -1.9 0.7 1.2 -1.289
C -1.659048 0.599806 2.135022 -0.1 -1.7 -1.6 -1.571
N 0.365826 0.575010 0.645325 1.6 1.1 -2.5 -0.284
N 1.160806 -0.812967 -1.438136 -3.0 2.6 1.9 -0.002
N 0.726074 -1.895469 0.750409 0.9 -0.5 -0.5 -0.030
H -0.044434 2.178196 -0.530685 -0.9 2.0 -0.6 0.509
H -1.061070 -2.124821 1.808715 0.6 0.8 -0.3 0.420
H -1.044882 -1.203456 0.246731 -0.6 -0.5 0.1 0.376
H 0.221461 -0.039848 2.666569 0.7 0.2 -1.0 0.227
H 1.635482 1.755687 -2.906003 1.2 0.5 -1.1 0.326
H 0.780898 0.333462 -3.735689 0.3 0.3 -0.8 0.421
H -0.099155 1.868062 -3.122459 1.5 -1.9 0.4 0.332
H -2.286555 0.756274 1.269459 -0.4 0.0 -0.2 0.382
H -1.566279 1.475916 2.640853 0.8 3.1 0.9 0.436
H -2.218459 0.070589 2.899282 0.2 -1.1 -0.3 0.421
H 1.231298 -1.224766 -2.302130 1.0 -2.3 -2.1 0.185
H 1.317175 -2.203610 1.497869 0.5 -0.8 0.2 0.269
```
Positions in Å, forces in eV/Å.

Energy above the lowest of the compared OMol25 structures with the same formula, charge and spin, kcal per mole: 150.2
HOMO level (spin up / spin down), Ha: -0.45528 / -0.44459
LUMO level (spin up / spin down), hartree: -0.18187 / -0.18378
Electronic energy, eV: -11912.0285
Total charge: +1
Orbital gap (spin up / spin down), eV: 7.4 / 7.1